No. 1
Molecular formula: C3H3DyFO
Method: DFT, wB97M-V/def2-TZVPD

Last column: Mulliken spin population.
CARTESIAN COORDINATES (ANGSTROEM)
F: -0.713 -2.508 2.004  0.004
O: -0.687 0.848 0.641  0.010
C: 0.482 0.031 -0.778  0.023
C: 0.512 1.339 -0.031  0.002
C: -0.714 -0.289 -0.219  0.101
H: 1.561 1.679 -0.164  0.000
H: 0.399 2.406 0.253  -0.001
Dy: -1.763 -2.795 -0.068  5.860
H: 0.923 -0.710 -1.638  0.000

Output
M	236.6	g/mol
total energy	-1175.95739	hartree
HOMO (alpha / beta)	-7.18 / -7.18	eV
strongest force on any atom	5.313	eV Å⁻¹
HOMO-LUMO gap (alpha / beta)	6.414 / 5.214	eV
2S+1	7

---

No. 2
Molecular formula: C3H3DyLiO4
Method: DFT, wB97M-V/def2-TZVPD

Last column: Mulliken spin population.
CARTESIAN COORDINATES (ANGSTROEM)
C: 1.098 1.024 0.282  0.052
O: 0.838 2.211 0.219  0.001
O: 2.248 0.470 0.367  0.007
C: -0.007 -0.017 -0.083  -0.001
O: 0.271 -1.200 -0.205  0.000
O: -1.210 0.463 -0.047  -0.001
C: -2.307 -0.462 -0.031  0.000
H: -2.232 -1.106 0.853  0.000
H: -3.209 0.151 0.011  0.000
H: -2.292 -1.075 -0.939  0.000
Dy: 4.706 1.154 -0.723  4.917
Li: 2.096 -1.611 0.297  0.026

Output
M	272.5	g/mol
total energy	-1309.44966	hartree
net charge	+1
HOMO (alpha / beta)	-10.39 / -13.14	eV
strongest force on any atom	2.627	eV Å⁻¹
HOMO-LUMO gap (alpha / beta)	6.336 / 8.874	eV
2S+1	6